Entry 1:
Entry from OMol25: a molecular structure, C22H20AuIN8O2S at a distorted geometry (the ωB97M-V functional and the def2-TZVPD basis).

ORCA input file:
```
! wB97M-V def2-TZVPD RIJCOSX def2/J DEFGRID3
* xyz 2 1
Au -0.073 -0.457 0.563
N 1.416 -0.302 4.375
C 0.097 -0.278 4.788
C -0.661 -0.296 3.664
N 0.192 -0.339 2.586
C 1.438 -0.340 3.037
C 2.508 -0.302 2.069
N 2.163 -0.159 0.807
C 3.316 -0.096 0.070
C 4.376 -0.202 0.922
N 3.847 -0.330 2.186
H 2.212 -0.303 4.993
H -0.181 -0.256 5.828
H -1.732 -0.276 3.551
H 3.298 0.038 -0.998
H 5.437 -0.203 0.738
H 4.385 -0.452 3.029
I -1.019 -0.838 -8.254
C -0.694 -0.435 -6.239
C 0.459 0.239 -5.853
C 0.703 0.457 -4.509
C -0.195 -0.012 -3.555
C -1.365 -0.658 -3.952
C -1.621 -0.862 -5.297
C 0.135 0.149 -2.129
O 0.881 1.018 -1.700
O -0.417 -0.769 -1.335
H 1.165 0.584 -6.595
H 1.598 0.976 -4.192
H -2.072 -1.004 -3.209
H -2.530 -1.359 -5.607
N -6.271 -2.210 0.075
C -5.175 -2.499 0.261
C -3.796 -2.840 0.481
C -3.368 -4.162 0.559
C -2.022 -4.419 0.766
C -1.148 -3.358 0.885
N -1.573 -2.085 0.813
C -2.862 -1.823 0.609
H -4.081 -4.969 0.457
H -1.653 -5.433 0.828
H -0.091 -3.519 1.042
H -3.163 -0.784 0.545
S -1.498 1.682 0.792
C -0.214 2.828 0.960
N -0.059 3.604 2.034
C 1.054 4.553 1.871
C 1.561 4.225 0.448
N 0.709 3.094 0.060
H -0.769 3.691 2.741
H 1.811 4.376 2.632
H 0.711 5.581 1.958
H 2.612 3.948 0.429
H 1.411 5.052 -0.242
H 0.810 2.536 -0.786
*
```

Properties
HOMO energy in eV: -12.63
ΔE to the lowest compared entry with this formula, charge and spin in kcal/mol: 21.5
Total energy in eV: -61768.3822
Lowest unoccupied orbital energy in Ha: -0.292

***

Entry 2:
Entry from OMol25: a molecular structure, C3H10N3OPS at a distorted geometry (the ωB97M-V functional and the def2-TZVPD basis).

ORCA input file:
```
! wB97M-V def2-TZVPD RIJCOSX def2/J DEFGRID3
* xyz 0 1
C -2.030 -0.815 0.685
C -1.691 0.641 0.866
C -1.587 1.339 -0.266
N 2.363 -1.656 -0.019
N 2.359 1.121 -0.702
N 0.056 -0.181 -0.797
O 1.188 0.147 1.537
P 1.421 -0.115 0.092
S -0.813 -1.478 -0.552
H -2.095 -1.416 1.606
H -2.967 -1.007 0.241
H -1.253 1.051 1.819
H -1.281 2.386 -0.199
H -1.776 1.180 -1.378
H 2.926 -1.586 0.803
H 2.907 -1.854 -0.924
H 2.396 1.969 -0.031
H 1.647 1.418 -1.407
H -1.771 -1.144 -1.372
*
```

Properties
HOMO energy in eV: -8.74
ΔE to the lowest compared entry with this formula, charge and spin in kcal/mol: 22.1
Total energy in eV: -29913.5301
Lowest unoccupied orbital energy in Ha: 0.013

***

Entry 3:
Entry from OMol25: 2 unconnected molecules or ions with the total composition C5H12O at a distorted geometry (the ωB97M-V functional and the def2-TZVPD basis).

ORCA input file:
```
! wB97M-V def2-TZVPD RIJCOSX def2/J DEFGRID3
* xyz 0 1
C -0.972 2.805 -0.372
C -1.637 1.776 0.568
O -2.430 2.148 1.408
H -1.092 2.588 -1.480
H 0.120 3.022 -0.293
H -1.635 3.642 -0.225
H -1.633 0.768 0.312
C 1.572 -0.453 -0.457
C 0.593 -1.622 -0.380
C 0.392 -2.581 0.789
H 1.842 -0.040 0.513
H 1.149 0.237 -1.306
H 2.562 -0.824 -0.765
H 0.437 -2.123 -1.326
H -0.449 -1.188 -0.425
H -0.630 -2.635 1.159
H 0.981 -3.441 0.563
H 0.830 -2.078 1.717
*
```

Properties
HOMO energy in eV: -10.00
ΔE to the lowest compared entry with this formula, charge and spin in kcal/mol: 50.2
Total energy in eV: -7425.1343
Lowest unoccupied orbital energy in Ha: 0.033
Structure (SMILES): CC=O.CCC

***

Entry 4:
Entry from OMol25: 9 unconnected molecules or ions with the total composition C35H43Br2N8O3S (the ωB97M-V functional and the def2-TZVPD basis).

ORCA input file:
```
! wB97M-V def2-TZVPD RIJCOSX def2/J DEFGRID3
* xyz -1 1
C 1.920 0.073 2.097
C 2.854 0.828 2.989
Br 3.108 -0.062 4.651
C 3.460 1.975 2.713
Br 4.710 2.756 3.890
S 3.218 2.912 1.163
O 4.098 2.198 0.241
O 3.639 4.255 1.478
O 1.809 2.754 0.860
H 0.924 0.045 2.547
H 1.873 0.500 1.102
H 2.258 -0.964 2.016
N -0.572 -2.562 2.788
C -0.312 -3.685 2.055
C -1.269 -3.780 1.079
C -2.132 -2.660 1.227
C -1.673 -1.927 2.290
H -0.027 -2.241 3.569
H 0.525 -4.320 2.290
H -1.343 -4.561 0.342
H -2.990 -2.427 0.619
H -2.036 -1.016 2.734
N 6.071 3.279 -1.448
C 6.449 4.582 -1.357
C 7.189 4.893 -2.474
C 7.258 3.719 -3.269
C 6.554 2.743 -2.603
H 5.509 2.790 -0.751
H 6.148 5.181 -0.514
H 7.623 5.855 -2.695
H 7.757 3.603 -4.218
H 6.356 1.716 -2.859
N -4.155 -7.744 4.366
C -3.794 -6.431 4.505
C -3.118 -6.054 3.376
C -3.073 -7.186 2.516
C -3.713 -8.215 3.158
H -4.655 -8.282 5.048
H -4.045 -5.878 5.393
H -2.699 -5.080 3.181
H -2.613 -7.239 1.544
H -3.885 -9.237 2.864
N 3.070 7.303 -4.919
C 3.787 8.093 -4.063
C 4.378 7.272 -3.136
C 4.013 5.936 -3.450
C 3.204 5.988 -4.551
H 2.533 7.635 -5.697
H 3.816 9.163 -4.185
H 5.007 7.591 -2.320
H 4.312 5.045 -2.926
H 2.718 5.204 -5.106
N -5.637 -2.576 -0.598
C -6.636 -3.448 -0.267
C -6.758 -4.349 -1.290
C -5.804 -3.997 -2.283
C -5.122 -2.902 -1.822
H -5.315 -1.824 -0.018
H -7.154 -3.368 0.673
H -7.443 -5.181 -1.316
H -5.620 -4.507 -3.214
H -4.307 -2.344 -2.249
N 7.373 8.197 -4.451
C 7.533 9.552 -4.469
C 8.781 9.824 -4.967
C 9.397 8.576 -5.260
C 8.499 7.593 -4.929
H 6.543 7.715 -4.136
H 6.749 10.206 -4.127
H 9.206 10.805 -5.103
H 10.383 8.418 -5.663
H 8.568 6.521 -4.991
N -4.095 1.302 3.376
C -3.764 1.642 4.658
C -4.733 1.142 5.487
C -5.686 0.474 4.670
C -5.263 0.591 3.373
H -3.560 1.542 2.561
H -2.872 2.206 4.870
H -4.757 1.243 6.558
H -6.578 -0.034 4.997
H -5.692 0.230 2.454
N -6.005 -8.208 0.709
C -5.610 -9.326 0.030
C -6.631 -9.696 -0.805
C -7.684 -8.758 -0.625
C -7.265 -7.857 0.320
H -5.442 -7.712 1.382
H -4.636 -9.757 0.189
H -6.621 -10.538 -1.478
H -8.633 -8.742 -1.135
H -7.750 -6.991 0.735
*
```

Properties
HOMO energy in eV: -5.58
Total energy in eV: -205976.4738
Lowest unoccupied orbital energy in Ha: 0.066

***

Number 2 is which compound?
C3H10N3OPS